Density functional theory data (the ωB97M-V functional and the def2-TZVPD basis) for a structure of composition C18H19IN2SZn in a non-equilibrium geometry.

XYZ file:
```
42
Properties=species:S:1:pos:R:3
C 0.466 0.847 2.081
C 0.453 -0.674 2.135
H 1.489 1.224 2.014
H -0.037 1.300 2.945
H -0.079 1.268 1.209
H 0.420 -1.138 1.144
H 1.322 -1.116 2.630
H -0.449 -1.064 2.609
C 0.074 2.663 -1.728
C 0.168 3.484 -2.855
C 0.058 2.908 -4.119
C -0.129 1.519 -4.245
H 0.185 3.033 -0.704
H 0.327 4.560 -2.728
H 0.137 3.516 -5.022
H -0.182 1.012 -5.202
N -0.155 1.346 -1.857
C -0.249 0.748 -3.073
C -0.412 -0.730 -3.084
N -0.451 -1.332 -1.863
C -0.497 -2.659 -1.701
C -0.586 -2.918 -4.094
C -0.578 -3.499 -2.816
H -0.468 -3.023 -0.665
H -0.618 -4.569 -2.672
C -0.491 -1.535 -4.219
H -0.453 -1.035 -5.188
H -0.647 -3.546 -4.978
Zn -0.284 0.043 -0.371
I 2.631 -0.374 -0.472
S -2.659 0.085 0.099
C -3.019 0.542 1.700
C -3.221 -0.437 2.707
C -3.451 -0.068 4.026
C -3.547 1.287 4.372
C -3.403 2.269 3.381
C -3.186 1.904 2.060
H -3.170 -1.487 2.434
H -3.581 -0.838 4.790
H -3.727 1.577 5.409
H -3.495 3.328 3.641
H -3.109 2.661 1.281
```

The calculation puts the HOMO energy at -7.5 eV. As for the strongest force on any atom: 2.34 eV Å⁻¹. The calculation puts the energy above the lowest of the compared OMol25 structures with the same formula, charge and spin at 0.0 kcal/mol. The net charge is 0. The calculation puts the gap between HOMO and LUMO at 6.514 eV.